Below is C48H60N2S3Sb2SiTi as an isolated structure, with properties calculated with ωB97M-V with the def2-TZVPD basis set.

Output
maximum force: 4.5 eV/Å
total charge: +2
HOMO energy (spin up / spin down): -0.4476 / -0.4476 Ha
gap between HOMO and LUMO (spin up / spin down): 4.59 / 4.63 eV
DFT total energy: -4787.86858 Ha
ΔE to the lowest compared entry with this formula, charge and spin: 72.8 kcal/mol

Element x y z (Å)
Ti1 -1.701 0.836 -0.729
C1 0.313 1.053 3.540
C2 -0.085 0.792 2.136
S1 -1.882 0.915 1.688
C3 -2.363 2.500 2.467
C4 -3.596 2.370 3.390
S2 -3.466 1.814 5.043
C5 -2.276 2.822 5.958
C6 -0.840 2.300 5.648
S3 -1.009 0.679 4.702
H1 1.147 0.507 3.894
H2 0.514 2.120 3.727
H3 0.551 1.358 1.425
H4 0.170 -0.262 1.903
H5 -1.540 3.073 2.941
H6 -2.686 3.061 1.524
H7 -4.116 3.354 3.483
H8 -4.233 1.574 2.910
H9 -2.421 3.907 5.812
H10 -2.474 2.585 7.026
H11 -0.328 3.187 5.187
H12 -0.268 2.064 6.592
C7 1.162 -1.933 -1.981
C8 2.356 -2.636 -1.349
C9 2.009 -3.519 -0.144
Sb1 2.820 -2.909 1.836
C10 4.530 -4.187 1.855
C11 4.378 -5.504 1.451
C12 5.462 -6.327 1.152
C13 6.725 -5.831 1.335
C14 6.912 -4.476 1.722
C15 5.820 -3.643 1.974
C16 1.386 -4.293 2.967
C17 0.259 -4.913 2.413
C18 -0.686 -5.439 3.274
C19 -0.417 -5.573 4.688
C20 0.755 -5.097 5.195
C21 1.615 -4.380 4.321
Sb2 0.916 0.324 -1.610
C22 2.896 0.642 -0.899
C23 3.132 1.176 0.353
C24 4.385 1.563 0.827
C25 5.492 1.342 0.025
C26 5.317 0.799 -1.275
C27 4.053 0.474 -1.771
C28 1.176 0.595 -3.722
C29 2.054 1.565 -4.325
C30 2.102 1.648 -5.727
C31 1.252 0.912 -6.557
C32 0.439 -0.034 -5.954
C33 0.411 -0.185 -4.537
H13 0.263 -2.428 -1.549
H14 1.181 -2.147 -3.051
H15 3.086 -1.921 -0.984
H16 2.907 -3.195 -2.116
H17 2.433 -4.520 -0.230
H18 0.899 -3.706 -0.012
H19 3.366 -5.905 1.422
H20 5.263 -7.265 0.592
H21 7.555 -6.514 1.197
H22 7.897 -4.020 1.843
H23 5.987 -2.610 2.264
H24 0.213 -4.956 1.327
H25 -1.627 -5.840 2.832
H26 -1.173 -6.064 5.297
H27 1.040 -5.296 6.208
H28 2.486 -3.886 4.756
H29 2.294 1.479 0.976
H30 4.437 1.872 1.836
H31 6.521 1.514 0.319
H32 6.218 0.464 -1.914
H33 3.936 0.124 -2.816
H34 2.629 2.226 -3.729
H35 2.762 2.353 -6.158
H36 1.268 0.993 -7.621
H37 -0.384 -0.566 -6.486
H38 -0.300 -0.930 -4.071
C34 -3.552 0.661 -3.561
C35 -3.150 -0.609 -2.998
C36 -3.280 -1.949 -3.370
C37 -2.981 -2.761 -2.286
C38 -2.493 -1.926 -1.216
C39 -2.045 -2.218 0.199
N1 -2.608 -0.643 -1.687
H39 -4.385 1.093 -3.015
H40 -3.871 0.522 -4.620
H41 -2.762 1.441 -3.578
H42 -3.823 -2.263 -4.241
H43 -2.951 -3.841 -2.184
H44 -0.969 -2.120 0.252
H45 -2.344 -3.268 0.587
H46 -2.570 -1.476 0.815
C40 -2.254 5.744 -0.711
Si1 -1.349 4.148 -1.263
C41 -0.738 4.337 -3.068
C42 0.192 4.137 -0.023
N2 -2.351 2.710 -1.198
C43 -3.787 2.840 -1.305
C44 -4.735 2.072 -0.542
C45 -6.072 2.088 -0.874
C46 -6.548 2.999 -1.805
C47 -5.646 3.756 -2.532
C48 -4.296 3.743 -2.283
H47 -1.574 6.581 -0.962
H48 -2.431 5.740 0.394
H49 -3.240 5.906 -1.129
H50 0.113 5.067 -3.176
H51 -1.546 4.679 -3.773
H52 -0.363 3.368 -3.412
H53 -0.141 4.220 1.013
H54 0.731 5.104 -0.282
H55 0.883 3.274 -0.030
H56 -4.466 1.573 0.321
H57 -6.716 1.429 -0.261
H58 -7.606 3.143 -1.815
H59 -5.909 4.416 -3.363
H60 -3.648 4.260 -2.952